Entry 1:
Formula: C8H11IN3O
Source: OMol25
Level of theory: ωB97M-V with the def2-TZVPD basis set

**Multiplicity**: 3
**Energy relative to the best compared isomer or geometry (same formula, charge and spin)**: 89.7 kcal per mole
**Frontier orbital gap (alpha / beta)**: 6.29 / 6.50 eV
**Lowest unoccupied orbital energy (alpha / beta)**: -3.927 / -6.527 eV
**DFT total energy**: -23077.7146 eV
**Net charge**: +1

Positions of all 24 atoms, in Å:
1 C -0.94950 1.51607 0.89952
2 C -1.03849 0.97526 -1.36015
3 C -1.45640 0.35617 1.29422
4 C -1.41551 -0.26084 -1.07792
5 C -0.10455 1.53590 -0.29462
6 C -1.05875 -0.78508 0.30913
7 C 0.88239 0.48340 0.00957
8 C -1.15521 -3.12996 -0.18163
9 N 0.40285 -0.64846 0.35565
10 N 2.61436 0.83123 0.41397
11 N 2.87876 2.17308 0.16737
12 O -1.39939 -2.03644 0.71884
13 I 3.90768 -0.60221 -0.10864
14 H -0.90756 2.45616 1.36868
15 H -1.60294 1.53913 -2.10530
16 H -2.15117 0.31936 2.15571
17 H -2.05255 -0.93412 -1.64782
18 H -0.08027 -2.89441 -0.58618
19 H -1.95770 -3.21117 -0.94919
20 H -1.14603 -3.95942 0.48575
21 H 1.03764 -1.39688 0.56245
22 H 2.95570 2.69391 0.94445
23 H 3.40172 2.50462 -0.64769
24 H 0.39491 2.47470 -0.72617

Entry 2:
Formula: C21H32MnN3O2PSSe2
Source: OMol25
Level of theory: ωB97M-V with the def2-TZVPD basis set

**Multiplicity**: 6
**Frontier orbital gap (alpha / beta)**: 6.59 / 6.79 eV
**Lowest unoccupied orbital energy (alpha / beta)**: -0.134 / -0.133 eV
**DFT total energy**: -213000.9936 eV
**Net charge**: 0

Positions of all 63 atoms, in Å:
1 Mn -0.60210 0.40105 -0.16490
2 O -2.82392 2.53722 -1.33571
3 C -3.73527 2.89654 -0.31581
4 C -3.35741 2.49124 1.11681
5 C -4.47515 3.14076 1.97219
6 O -4.40329 2.84772 3.35624
7 C -3.43398 0.97529 1.38299
8 Se -3.05003 -0.32285 -0.08108
9 C -2.05538 3.14961 1.60323
10 Se -0.24774 2.44157 1.21291
11 H -2.84815 1.56224 -1.35478
12 H -4.72564 2.48217 -0.54609
13 H -3.81556 3.98624 -0.34580
14 H -5.44973 2.84222 1.56536
15 H -4.39973 4.22720 1.89962
16 H -4.53217 1.90250 3.47682
17 H -4.45665 0.71176 1.66509
18 H -2.77747 0.72398 2.21697
19 H -2.09712 3.18795 2.69062
20 H -2.05144 4.18099 1.24509
21 N 3.47071 0.08657 1.69702
22 C 4.08341 0.90979 0.77399
23 C 5.31525 1.55051 0.77300
24 C 5.61439 2.31717 -0.33550
25 C 4.71280 2.43398 -1.40344
26 C 3.49078 1.79301 -1.39308
27 C 3.16510 1.01571 -0.28154
28 N 2.02805 0.27258 0.01131
29 C 2.25480 -0.24921 1.19048
30 C 1.28130 -1.07839 1.89192
31 C 1.41851 -1.73329 3.07245
32 S -0.04926 -2.51119 3.47560
33 C -0.75494 -1.92031 2.03369
34 N 0.04270 -1.19725 1.31205
35 H 3.81718 -0.14716 2.61004
36 H 6.00572 1.45867 1.60066
37 H 6.56110 2.83761 -0.38156
38 H 4.98305 3.04753 -2.25237
39 H 2.80745 1.89938 -2.22148
40 H 2.27918 -1.79992 3.71586
41 H -1.78452 -2.10247 1.75424
42 C -2.10934 -0.72003 -3.99870
43 C -1.56477 0.70386 -3.90675
44 P -0.19209 0.85625 -2.70109
45 C 1.12745 -0.19352 -3.44390
46 C 1.47110 -0.02125 -4.92207
47 C 0.22321 2.64191 -2.77933
48 C 0.79822 3.23928 -4.06081
49 H -2.97351 -0.75675 -4.66211
50 H -2.42920 -1.07508 -3.01747
51 H -1.36278 -1.41360 -4.38899
52 H -2.34303 1.38825 -3.56035
53 H -1.23819 1.06292 -4.88515
54 H 0.76550 -1.21151 -3.26831
55 H 2.01218 -0.09610 -2.81374
56 H 0.57979 -0.08090 -5.54743
57 H 2.15265 -0.81036 -5.24283
58 H 1.95424 0.93250 -5.12076
59 H 0.85429 2.86343 -1.91730
60 H -0.73920 3.09962 -2.53021
61 H 1.83080 2.93220 -4.22693
62 H 0.78819 4.32782 -3.99143
63 H 0.21941 2.96030 -4.94221